No. 1
{"formula": "C29H58Be2Cl4F2IN6O9S", "method": "ωB97M-V/def2-TZVPD", "elements": ["C", "C", "C", "C", "C", "C", "O", "N", "S", "C", "C", "C", "C", "C", "I", "C", "C", "C", "C", "N", "C", "C", "C", "C", "O", "C", "C", "C", "O", "O", "H", "H", "H", "H", "H", "H", "H", "H", "H", "H", "H", "H", "H", "H", "H", "H", "H", "H", "H", "H", "H", "H", "H", "H", "H", "H", "H", "H", "H", "H", "H", "H", "H", "H", "H", "H", "H", "C", "C", "O", "C", "C", "H", "H", "H", "H", "H", "H", "H", "H", "H", "H", "C", "O", "N", "N", "H", "H", "H", "H", "O", "H", "Be", "F", "Be", "C", "Cl", "Cl", "Cl", "Cl", "C", "O", "N", "N", "H", "H", "H", "H", "F", "O", "H", "H"], "positions_angstrom": [[-2.31297, 1.73228, 1.41619], [-3.36348, 1.84292, 0.21720], [-4.44182, 2.93343, 0.69801], [-4.06153, 0.45938, -0.13790], [-5.62874, 0.61003, -0.30306], [-3.58095, -0.15342, -1.53340], [-2.16022, -0.13315, -1.50729], [-1.56305, -0.25628, -2.75216], [-2.42711, -1.22756, -3.95105], [-0.23186, -0.97598, -2.51009], [0.88771, -0.03343, -1.90592], [2.16344, 0.01962, -2.87938], [2.87977, 1.42304, -2.90279], [3.46265, 1.90662, -1.52014], [3.75426, 4.07691, -1.73795], [1.41271, -0.76649, -0.58134], [0.25515, -1.01231, 0.47570], [0.78363, -1.39889, 1.91652], [0.54598, -0.22931, 2.95633], [1.80139, 0.11444, 3.65774], [1.96863, 1.49005, 3.84721], [3.26294, 1.62287, 4.50987], [3.79596, 0.23494, 4.72174], [2.81973, -0.69047, 4.13958], [0.44665, 1.25547, -1.47816], [-0.35501, 1.95268, -2.43964], [-1.19958, 1.03671, -3.40019], [-2.40597, 1.81841, -4.02511], [-3.11501, 2.59066, -3.34764], [-2.66377, 1.69351, -5.28962], [-2.43706, 0.80313, 2.03073], [-2.44147, 2.59432, 2.13357], [-1.27485, 1.84403, 0.99893], [-2.91029, 2.27196, -0.71398], [-4.97924, 3.29259, -0.21632], [-5.11405, 2.55144, 1.50774], [-3.88322, 3.80651, 1.14187], [-3.91179, -0.29509, 0.69132], [-5.90146, 1.43144, -1.02715], [-6.13734, 0.74920, 0.69026], [-5.97502, -0.37027, -0.80331], [-4.05864, 0.49560, -2.31279], [-4.03033, -1.21780, -1.53846], [-2.51025, -2.45735, -3.30823], [0.11299, -1.27716, -3.54022], [-0.39150, -1.94156, -1.96168], [1.92487, -0.24827, -3.94335], [2.92077, -0.72709, -2.49996], [2.26413, 2.25168, -3.33738], [3.76601, 1.31283, -3.59753], [4.49089, 1.50057, -1.35295], [2.77401, 1.78254, -0.65237], [2.19093, -0.15150, -0.04759], [1.91415, -1.71861, -0.91171], [-0.39905, -0.10509, 0.45498], [-0.40211, -1.87328, 0.14013], [1.85259, -1.71512, 1.80977], [0.21231, -2.29574, 2.29029], [0.27135, 0.68001, 2.35462], [-0.31763, -0.44228, 3.63970], [1.22292, 2.24469, 3.52155], [3.72737, 2.59210, 4.79650], [4.74173, -0.05347, 5.22474], [2.83882, -1.79994, 4.06582], [-1.09003, 2.58272, -1.85762], [0.20865, 2.67605, -3.08920], [-0.51740, 0.76972, -4.26242], [8.52127, -2.97039, 5.34830], [7.30034, -2.71257, 4.48170], [7.10119, -1.34051, 4.18033], [8.13084, -0.70191, 3.44238], [8.34925, -1.30286, 2.06453], [8.50621, -2.33338, 6.23506], [8.55130, -4.01529, 5.66263], [9.44664, -2.75822, 4.80861], [6.41007, -3.03675, 5.02531], [7.33823, -3.30483, 3.56127], [9.06201, -0.68798, 4.01818], [7.82133, 0.33896, 3.32631], [8.76075, -2.31259, 2.12906], [9.04937, -0.69410, 1.48954], [7.40514, -1.36916, 1.51918], [-0.75974, 3.37884, 5.73743], [-1.06327, 3.31983, 4.55126], [0.19848, 2.58767, 6.28418], [-1.35739, 4.24102, 6.60357], [0.46508, 2.61569, 7.25075], [0.65884, 1.93956, 5.66556], [-2.07174, 4.84254, 6.23223], [-1.12408, 4.30540, 7.57678], [0.54134, 5.99679, -1.21138], [1.20513, 5.41119, -1.59392], [-6.08698, -1.79332, -1.67609], [-7.29509, -4.07592, -2.86867], [-8.64439, -1.27370, -2.14723], [-2.74064, 1.76947, -9.07524], [-1.32130, 1.44350, -10.08517], [-4.16101, 2.00323, -10.10653], [-3.01546, 0.40986, -7.97867], [-2.45533, 3.23605, -8.11266], [-4.25186, -5.15474, -3.28087], [-4.70516, -4.05919, -2.96174], [-4.96797, -6.28894, -3.13949], [-3.00486, -5.31935, -3.80099], [-4.62939, -7.19922, -3.39113], [-5.89892, -6.19763, -2.76038], [-2.44461, -4.49634, -3.92227], [-2.62456, -6.20925, -4.06687], [-3.42376, 5.39437, -7.73328], [-5.25424, -4.06881, 0.81908], [-5.38248, -4.14498, -0.13678], [-5.61987, -4.89220, 1.16456]], "forces_ev_per_angstrom": [[0.1, 0.5, -0.5], [-0.6, 0.8, 1.3], [0.9, -0.1, -0.6], [-0.6, -0.3, -0.2], [1.4, 0.8, 0.1], [-1.3, 1.7, 2.0], [-1.5, -0.2, 0.3], [2.0, -1.7, -0.6], [-1.2, -0.6, -0.8], [1.2, -0.2, -0.9], [1.8, -1.2, 1.3], [0.1, 0.7, 0.2], [0.7, -0.1, 0.0], [-0.1, 0.1, -0.7], [0.0, -0.6, 0.3], [-0.7, 0.2, 0.4], [-0.1, -0.8, -0.6], [-0.9, -0.1, -0.1], [0.6, -0.6, -1.2], [-1.6, 1.0, -0.5], [3.8, -1.1, 1.6], [-1.4, -1.9, -0.6], [-2.3, 0.4, -1.2], [1.5, 2.8, 1.1], [-0.6, -0.7, -1.3], [-1.6, 0.8, 0.4], [1.5, 1.7, -1.1], [-2.7, 1.5, -3.3], [1.1, -1.0, 1.6], [2.0, -1.2, 2.7], [0.3, 0.6, -0.7], [0.1, -0.9, -0.8], [-0.9, -0.4, 0.6], [-0.3, -0.5, 0.8], [0.1, -0.2, 1.0], [0.4, 0.3, -0.8], [-0.6, -0.9, -0.6], [0.1, 0.8, -0.9], [0.2, -1.0, 0.7], [0.2, -0.5, -1.2], [-0.3, 0.2, 0.4], [0.9, -0.6, 0.2], [0.5, 0.3, -0.3], [0.3, 1.1, 0.2], [-0.5, 0.4, 1.1], [-0.2, 1.2, -0.2], [0.1, 0.2, 0.9], [-0.9, 0.6, -0.5], [0.3, -1.0, 0.4], [-1.0, 0.2, 0.6], [-1.1, 0.3, 0.1], [0.7, 0.1, -0.8], [-0.6, -0.4, -0.9], [-0.6, 0.7, 0.5], [0.6, -0.7, 0.3], [0.7, 0.9, 0.2], [-0.8, 0.5, 0.4], [0.7, 0.8, -0.5], [0.2, -0.8, 0.8], [0.9, 0.0, -0.4], [0.7, -0.8, 0.2], [-0.4, -1.1, -0.2], [-0.9, 0.3, -0.6], [-0.2, 1.2, 0.0], [0.8, -0.7, -0.5], [-0.3, -0.9, 0.5], [-1.0, -0.1, 0.8], [0.2, 0.1, -0.1], [0.1, 0.0, 0.1], [-0.2, 0.1, 0.1], [0.0, 0.1, -0.1], [0.1, -0.3, 0.0], [-0.1, -0.1, 0.0], [0.0, 0.0, 0.0], [0.0, -0.1, 0.0], [-0.1, 0.2, -0.1], [0.1, 0.0, 0.0], [0.0, -0.1, 0.0], [-0.1, -0.1, 0.1], [0.1, 0.1, 0.0], [0.0, 0.0, 0.0], [0.0, 0.1, 0.0], [0.1, -0.1, 0.0], [0.0, -0.1, 0.0], [0.0, -0.3, -0.1], [-0.4, 0.3, 0.0], [0.0, 0.0, 0.0], [0.1, 0.1, 0.2], [0.1, 0.0, 0.1], [0.0, 0.0, -0.1], [-0.4, 0.2, 0.2], [0.4, -0.3, -0.3], [-1.7, -1.3, -1.2], [0.1, 1.9, 1.2], [1.4, -0.9, 0.0], [-0.2, -0.2, -0.2], [-0.1, 0.1, 0.2], [0.2, 0.0, 0.2], [0.0, 0.1, -0.3], [-0.1, 0.6, 0.3], [-0.2, -0.6, 0.0], [0.8, 1.1, 0.4], [-0.4, 0.0, 0.3], [0.3, 0.3, 0.0], [0.0, 0.1, 0.0], [0.0, 0.2, -0.2], [0.0, -0.2, -0.1], [0.0, 0.0, 0.0], [0.3, -0.8, -0.2], [-0.1, 0.3, -0.4], [0.1, -0.4, 0.0], [0.0, 0.1, 0.1]], "mulliken_charge": [-0.720, 1.300, -1.843, 0.549, -1.109, -0.073, 0.104, 0.050, 0.184, -2.026, 2.474, -0.835, -0.994, -0.673, 0.042, -1.971, 0.643, -1.045, 0.136, 0.583, -1.024, -0.752, -0.600, -0.247, -0.122, -1.394, 1.020, -0.489, -0.577, -0.423, 0.117, 0.445, -0.187, -0.209, 0.386, 0.348, 0.560, 0.354, 0.477, 0.517, 0.190, 0.703, -0.621, -0.120, 0.481, 0.423, 0.484, 0.339, 0.414, 0.482, 0.524, 0.096, 0.380, 0.431, -0.534, 0.158, 0.495, 0.351, -0.128, 0.175, 0.693, 0.395, 0.425, 0.423, 0.493, 0.372, 0.399, -1.117, -0.270, -0.356, -0.342, -1.052, 0.305, 0.398, 0.266, 0.294, 0.305, 0.300, 0.334, 0.267, 0.393, 0.274, 0.608, -0.624, -0.309, -0.423, 0.182, 0.252, 0.232, 0.153, -0.378, 0.236, 0.346, -0.678, 0.523, 0.290, -0.088, -0.087, -0.030, 0.165, 0.600, -0.498, -0.404, -0.302, 0.159, 0.248, 0.169, 0.169, -0.398, -0.608, 0.312, 0.289], "total_charge": 1, "homo_lumo_gap_ev": 1.7, "lumo_ev": -8.0286, "energy_ev": -133615.6490}

---

No. 2
{"formula": "C29H58Br12I2N3O", "method": "ωB97M-V/def2-TZVPD", "elements": ["C", "C", "C", "C", "C", "I", "C", "C", "I", "N", "C", "C", "C", "C", "O", "C", "N", "C", "C", "C", "C", "C", "N", "H", "H", "H", "H", "H", "H", "H", "H", "H", "H", "H", "H", "H", "H", "H", "H", "H", "H", "H", "H", "H", "H", "H", "H", "H", "H", "H", "H", "H", "H", "H", "H", "H", "H", "Br", "C", "C", "Br", "H", "H", "H", "H", "Br", "C", "C", "Br", "H", "H", "H", "H", "Br", "C", "C", "Br", "H", "H", "H", "H", "Br", "C", "C", "Br", "H", "H", "H", "H", "Br", "C", "C", "Br", "H", "H", "H", "H", "Br", "C", "C", "Br", "H", "H", "H", "H"], "positions_angstrom": [[-1.18059, -1.01331, -5.19168], [-1.25498, -0.55496, -3.74451], [-0.40697, -1.11289, -2.50147], [0.67495, -0.16221, -1.74345], [0.44239, 1.42290, -1.67926], [1.45045, 2.63313, -3.27398], [-1.00971, 2.09087, -1.53769], [-1.61543, 2.84126, -2.90613], [-2.66562, 1.00428, -0.65474], [0.64752, -0.66651, -0.31289], [1.88518, -0.64997, 0.48163], [1.85724, 0.53598, 1.62955], [2.68454, 0.23500, 2.99615], [2.29623, -1.14192, 3.79631], [4.15311, 0.25663, 2.88607], [3.33303, -0.65555, -0.24870], [3.33498, -0.03614, -1.65867], [2.14202, -0.68286, -2.32089], [2.30435, -0.74701, -3.94314], [2.82310, -2.24727, -4.47172], [4.46644, -2.37700, -4.32836], [5.30689, -1.86525, -5.63708], [5.06963, -0.42798, -6.03749], [-1.22716, -0.14076, -5.99469], [-1.09293, -2.13392, -5.52023], [-2.14891, 0.18987, -3.54507], [0.14375, -2.11450, -2.84769], [-1.19617, -1.49541, -1.68887], [1.07333, 1.78196, -0.72328], [-0.86941, 3.03423, -0.80906], [-1.27457, 3.97167, -2.98814], [-1.48924, 2.22121, -3.88130], [-2.79260, 2.90306, -2.70941], [-0.09406, -0.23129, 0.26845], [1.86841, -1.66861, 1.11320], [2.33145, 1.50270, 1.12606], [0.75883, 0.85502, 1.95353], [2.41341, 1.12377, 3.74838], [1.15342, -1.23325, 4.02328], [2.95664, -1.25980, 4.78376], [2.58851, -2.09122, 3.13305], [4.59340, -0.40687, 3.49180], [3.66394, -1.79271, -0.39119], [4.21138, -0.13551, 0.31887], [3.26700, 0.98906, -1.49163], [4.25556, -0.20222, -2.14236], [2.18606, -1.83374, -1.99312], [3.22489, -0.02820, -4.19834], [1.41239, -0.32286, -4.56510], [2.52827, -2.42272, -5.59030], [2.37392, -3.13003, -3.83034], [4.67575, -3.54717, -4.22421], [4.90484, -1.88803, -3.36192], [5.15092, -2.52457, -6.59590], [6.46093, -1.94625, -5.34167], [4.52750, -0.32946, -6.92359], [5.94389, 0.14480, -6.03822], [5.40266, 5.03541, 2.79370], [5.77774, 3.19535, 2.26508], [6.30835, 3.12955, 0.85227], [4.87500, 3.35377, -0.45197], [4.85426, 2.62745, 2.40910], [6.52977, 2.84315, 2.97666], [6.72975, 2.14217, 0.64410], [7.05981, 3.89356, 0.63469], [-0.29241, -0.15200, -8.51275], [1.51377, 0.49272, -8.87048], [1.99509, 1.40949, -7.77058], [1.18883, 3.17942, -7.92260], [1.49351, 0.96874, -9.85489], [2.13206, -0.40792, -8.92052], [3.07203, 1.57994, -7.85416], [1.76703, 1.04037, -6.76684], [-4.03432, -2.29781, 1.70585], [-5.53488, -1.08357, 1.42325], [-6.84432, -1.83500, 1.37209], [-7.07588, -2.73510, -0.34314], [-5.32167, -0.51983, 0.51067], [-5.51390, -0.40235, 2.27850], [-7.68869, -1.14409, 1.44645], [-6.93679, -2.59953, 2.14842], [-6.19244, -0.40635, 6.35798], [-5.05433, -1.86187, 5.73182], [-3.60327, -1.60228, 6.06191], [-2.82536, -0.29121, 4.84464], [-5.24241, -1.97573, 4.66050], [-5.41632, -2.75093, 6.25575], [-3.00764, -2.50856, 5.92147], [-3.44957, -1.22555, 7.07689], [-0.21087, 2.73453, 3.50477], [-1.62946, 3.74035, 2.62054], [-2.49044, 4.46971, 3.62487], [-3.72597, 3.24983, 4.51433], [-2.18789, 3.02998, 2.00442], [-1.11112, 4.44960, 1.96922], [-3.12755, 5.20467, 3.12511], [-1.91460, 4.96841, 4.40938], [-5.85172, -3.65265, 9.75821], [-7.35228, -2.43841, 9.47561], [-8.66173, -3.18984, 9.42444], [-8.89329, -4.08994, 7.70922], [-7.13907, -1.87467, 8.56303], [-7.33130, -1.75719, 10.33086], [-9.50609, -2.49894, 9.49881], [-8.75419, -3.95437, 10.20077]], "forces_ev_per_angstrom": [[-0.2, 1.7, 3.8], [-0.1, -1.1, -3.6], [-1.9, -1.9, -0.4], [0.4, -1.1, 0.3], [0.8, 0.7, 1.5], [0.1, -0.7, 0.6], [0.4, 3.2, -0.8], [-1.9, 0.1, 0.7], [0.7, -0.1, 0.2], [0.6, 0.6, -0.8], [0.9, -0.3, 3.0], [0.8, 0.6, -0.4], [-0.7, -0.1, 2.4], [0.3, -0.8, -0.7], [-0.5, -0.7, -0.2], [1.4, -1.7, 0.5], [-0.3, -0.4, 1.6], [-1.7, -1.8, -1.9], [1.7, 0.5, -0.7], [0.5, 0.3, 0.6], [-0.3, -1.3, -0.9], [1.3, -0.1, 0.0], [0.2, -0.3, 0.1], [-1.0, -2.3, 1.7], [0.9, 2.4, 0.7], [2.7, -0.8, -0.4], [-1.0, 2.2, 0.7], [1.9, 1.0, -1.6], [-1.5, -0.9, -2.2], [-0.2, -2.4, -1.4], [-0.4, -2.6, 0.1], [0.1, 1.3, 1.8], [2.6, -0.1, -0.5], [0.5, -0.4, -0.9], [0.3, 2.2, -1.4], [-0.9, -1.7, 1.2], [2.3, -1.0, -0.8], [0.4, -1.8, -1.7], [2.2, 0.3, -0.3], [-1.7, 0.6, -2.1], [-0.6, 2.0, 1.3], [-1.2, 1.1, -0.9], [-0.7, 2.5, 0.1], [-2.1, -0.8, -0.5], [-0.2, -0.4, -0.7], [-1.3, 0.0, 0.4], [-0.1, 2.7, -0.4], [-2.0, -1.4, 0.4], [1.4, -1.0, 1.5], [0.5, 0.4, 2.1], [0.6, 1.9, -1.3], [-0.2, 2.5, -0.2], [-0.9, -0.7, -1.7], [0.1, 0.8, 2.2], [-2.5, -0.1, -0.7], [1.0, -0.1, 1.1], [-1.3, -0.9, -0.3], [-0.1, -0.1, -0.1], [0.0, 0.2, 0.2], [0.1, -0.3, 0.1], [-0.1, 0.0, -0.1], [0.3, 0.1, -0.1], [-0.1, 0.0, -0.2], [-0.1, 0.2, 0.1], [-0.3, -0.1, 0.1], [0.2, 0.1, -0.2], [0.0, -0.3, 0.0], [0.1, 0.3, -0.1], [0.0, -0.2, 0.1], [0.0, 0.0, 0.3], [-0.1, 0.2, 0.0], [-0.2, -0.1, 0.0], [0.0, 0.0, -0.3], [0.0, 0.0, -0.2], [0.1, 0.1, 0.3], [-0.2, 0.1, -0.2], [0.0, 0.0, 0.2], [-0.2, -0.2, 0.2], [0.0, -0.1, -0.1], [0.2, -0.1, 0.0], [0.1, 0.2, -0.2], [0.1, 0.0, -0.2], [-0.2, -0.1, 0.2], [0.2, -0.2, -0.1], [0.0, 0.0, 0.2], [0.2, 0.1, 0.3], [0.1, 0.1, 0.0], [-0.2, 0.1, 0.0], [-0.1, -0.1, -0.3], [-0.2, 0.0, 0.0], [0.1, 0.2, -0.1], [-0.4, 0.0, 0.1], [0.2, 0.1, -0.1], [0.0, 0.1, 0.2], [-0.1, -0.1, 0.2], [0.2, -0.1, 0.0], [-0.1, -0.2, -0.3], [0.0, 0.1, -0.1], [0.1, 0.1, 0.2], [-0.2, 0.1, -0.1], [0.0, 0.0, 0.1], [-0.1, -0.2, 0.2], [-0.1, -0.1, -0.1], [0.2, -0.1, 0.0], [0.1, 0.2, -0.2]], "mulliken_charge": [-0.730, -0.163, -0.622, 1.657, -0.693, 0.072, -0.214, -1.150, 0.120, -0.024, 0.190, 0.050, 0.279, -1.193, -0.462, -0.818, 0.556, -2.198, -0.037, -0.682, -0.350, -0.656, -0.387, 0.103, 0.263, 0.317, 0.281, 0.335, 0.102, 0.380, 0.389, 0.318, 0.342, 0.245, 0.096, 0.023, -0.044, -0.021, 0.254, 0.400, 0.300, 0.317, 0.229, 0.442, 0.259, 0.490, 0.282, 0.543, -0.304, 0.280, 0.380, 0.291, 0.116, 0.267, 0.337, 0.126, 0.211, -0.111, -0.234, -0.571, -0.126, -0.069, 0.371, 0.335, 0.419, -0.115, -0.516, -0.217, -0.108, 0.433, 0.314, 0.319, -0.063, -0.119, -0.624, -0.569, -0.144, 0.354, 0.313, 0.404, 0.348, -0.163, -0.229, -0.623, -0.074, -0.003, 0.357, 0.329, 0.401, -0.075, -0.387, -0.614, -0.125, 0.120, 0.388, 0.378, 0.380, -0.137, -0.125, -0.573, -0.142, -0.097, 0.367, 0.342, 0.383], "de_lowest_kj_mol": 469.2, "total_charge": 1, "homo_lumo_gap_ev": 8.1, "lumo_ev": -2.5062, "energy_ev": -894228.4108}